The following is a DFT calculation (ωB97M-V/def2-TZVPD) of a cluster of 9 separate species, C34H74N7O12P2S2 in total in a non-equilibrium geometry.

Geometry as ORCA input:
```
! RIJCOSX wB97M-V def2-TZVPD def2/J DEFGRID3
* xyz 1 1
C -0.184 1.332 -2.325
C 0.218 -0.242 -2.331
C 0.572 -0.748 -0.831
N 0.237 -2.197 -0.619
C -0.452 -2.442 0.643
C 0.323 -2.772 1.959
C 1.917 -2.798 1.886
C 2.527 -4.281 1.895
S 4.354 -4.356 2.237
C 4.925 -2.882 3.164
N 4.373 -2.195 4.313
N 5.106 -1.116 4.651
C 6.257 -1.002 3.773
O 6.076 -2.098 2.910
C -0.477 -3.054 3.252
S 0.307 -3.501 4.867
C -0.317 -5.137 5.563
O -0.024 -2.470 5.940
O 1.806 -3.615 4.839
N -1.942 -2.965 3.233
C -2.784 -3.226 4.450
C -3.399 -4.639 4.544
C -4.270 -4.936 5.811
C -4.403 -3.776 6.861
C -3.696 -2.444 6.512
N -2.920 -2.141 5.357
C -2.704 -2.617 2.035
P -4.618 -2.448 2.043
N -5.007 -0.953 1.602
C -2.021 -2.358 0.669
P -2.874 -1.927 -0.971
N -3.184 -0.166 -0.912
O -4.416 -2.658 -1.119
H 0.361 1.868 -1.456
H 0.189 1.814 -3.296
H -1.328 1.473 -2.248
H -0.685 -0.809 -2.760
H 1.099 -0.341 -3.050
H 1.688 -0.559 -0.613
H -0.097 -0.139 -0.123
H 1.065 -2.803 -0.689
H 2.255 -2.199 0.957
H 2.302 -2.180 2.785
H 2.286 -4.753 0.876
H 1.960 -4.922 2.672
H 7.080 -0.212 3.787
H -1.174 -4.917 6.304
H 0.526 -5.718 6.068
H -0.733 -5.722 4.674
H -3.214 -5.384 3.705
H -4.765 -5.950 5.939
H -5.005 -3.997 7.798
H -3.800 -1.601 7.290
H -5.200 -2.720 3.318
H -5.082 -3.468 1.144
H -5.556 -0.584 2.395
H -2.424 0.319 -0.418
H -4.112 0.030 -0.508
H -5.056 -1.962 -0.798
C 1.666 5.465 -5.202
C 1.453 4.403 -4.142
O 0.184 3.787 -4.316
H 0.882 6.224 -5.148
H 2.637 5.951 -5.078
H 1.618 5.027 -6.203
H 1.480 4.848 -3.144
H 2.228 3.632 -4.198
H 0.172 3.389 -5.198
C 3.130 5.454 0.069
C 1.916 4.727 0.612
O 2.038 3.327 0.384
H 3.241 5.268 -1.002
H 3.046 6.531 0.233
H 4.044 5.095 0.552
H 1.009 5.073 0.113
H 1.806 4.900 1.688
H 2.838 3.027 0.836
C -9.245 -1.235 2.603
C -8.994 -2.261 1.517
O -7.731 -2.891 1.720
H -8.458 -0.480 2.606
H -10.207 -0.740 2.457
H -9.238 -1.707 3.591
H -8.979 -1.783 0.536
H -9.773 -3.029 1.516
H -7.755 -3.319 2.586
C -10.713 2.964 2.515
C -9.303 2.476 2.782
O -8.930 1.499 1.816
H -11.420 2.131 2.548
H -11.013 3.711 3.254
H -10.787 3.406 1.518
H -9.238 2.015 3.770
H -8.588 3.303 2.739
H -8.980 1.915 0.945
C 3.984 1.886 -7.717
C 3.347 1.471 -6.407
O 1.985 1.884 -6.369
H 3.928 2.970 -7.844
H 5.030 1.579 -7.755
H 3.454 1.438 -8.564
H 3.865 1.937 -5.566
H 3.389 0.384 -6.278
H 1.531 1.461 -7.109
C 8.789 -0.350 -6.749
C 8.097 0.961 -6.433
O 6.688 0.770 -6.362
H 8.429 -0.754 -7.698
H 9.872 -0.215 -6.812
H 8.572 -1.097 -5.981
H 8.299 1.698 -7.214
H 8.446 1.367 -5.478
H 6.517 0.124 -5.664
C 5.140 -5.358 6.175
C 6.549 -5.849 6.439
O 6.918 -6.827 5.474
H 4.431 -6.190 6.210
H 4.842 -4.609 6.913
H 5.065 -4.917 5.176
H 6.615 -6.308 7.428
H 7.266 -5.023 6.394
H 6.867 -6.412 4.603
C 0.749 9.269 -7.060
C 2.159 8.775 -6.803
O 2.520 7.800 -7.773
H 0.039 8.438 -7.025
H 0.455 10.015 -6.318
H 0.670 9.714 -8.056
H 2.227 8.312 -5.816
H 2.877 9.600 -6.848
H 2.465 8.219 -8.642
*
```

Computed properties:
- DFT total energy (eV) = -111684.670
- ΔE to the lowest compared entry with this formula, charge and spin (kcal per mole) = 268.8
- highest occupied orbital energy (eV) = -10.990
- HOMO-LUMO gap (eV) = 6.42